1) A 12-piece molecular cluster, H24O12 overall, computed with the ωB97M-V functional and the def2-TZVPD basis.

Structure (XYZ):
```
36
H24O12 (the ωB97M-V functional and the def2-TZVPD basis)
O 0.44 2.97 1.44
H -1.50 1.29 3.15
O 1.48 1.70 -1.73
H 0.01 -0.13 0.96
H -0.11 -0.17 -0.46
O -0.59 1.39 3.47
O -0.98 -2.55 -1.98
H 2.10 -0.74 0.08
H -2.06 0.61 -3.01
O -0.42 0.37 0.26
H 3.17 -1.81 2.86
O 0.22 -1.00 2.40
H -0.08 -0.18 2.83
O -2.69 -1.24 -0.14
H -0.42 -1.65 2.65
H 1.88 -1.05 2.79
H -1.94 -0.77 0.28
H -2.20 -1.83 -0.66
O 1.86 -1.60 -3.02
H 0.32 2.19 0.89
H 1.19 -2.11 0.21
O -2.54 1.97 -0.28
H -1.69 1.62 0.06
H 1.27 3.41 1.21
H 1.61 -0.80 -3.47
H -0.03 -2.68 -2.08
H -1.52 -0.53 -3.73
H 0.65 2.19 -1.76
O 1.52 -1.37 -0.36
O -1.21 0.15 -3.08
H -1.26 -1.93 -2.66
H 1.84 -1.36 -2.13
H -3.06 2.24 0.46
H 2.21 2.30 -1.56
H -0.21 2.11 2.94
O 2.73 -1.02 3.16
```

Molecular weight (g/mol): 216.18
Total charge: 0
SMILES: O.O.O.O.O.O.O.O.O.O.O.O
Frontier orbital gap (eV): 10.33

---

2) A 12-piece molecular cluster, H24O12 overall, computed with the ωB97M-V functional and the def2-TZVPD basis.

Structure (XYZ):
```
36
H24O12 (the ωB97M-V functional and the def2-TZVPD basis)
O 5.09 -70.85 -27.10
H 3.67 -72.67 -28.27
H 3.74 -72.84 -24.96
H 5.82 -69.92 -25.06
H 5.43 -73.17 -21.58
H 4.36 -70.65 -26.54
O 3.43 -73.22 -27.49
H 0.91 -74.86 -27.28
O 3.03 -75.76 -23.55
H 1.17 -74.56 -25.64
H 5.25 -73.04 -23.10
H 3.87 -75.23 -23.26
O 4.73 -72.99 -24.89
H 8.06 -72.23 -27.49
H 2.43 -76.02 -22.91
H 6.66 -71.47 -27.41
H 7.93 -72.01 -25.59
H 5.34 -72.15 -24.93
H 5.09 -75.79 -25.61
H 4.14 -73.05 -26.83
O 1.27 -74.37 -24.67
H 5.33 -74.32 -25.42
H 2.53 -74.14 -27.10
H 8.47 -73.04 -24.60
O 5.52 -75.09 -26.01
O 5.13 -73.62 -22.27
O 1.94 -75.04 -27.22
O 8.36 -72.10 -24.76
H 2.06 -72.23 -23.79
H 5.00 -70.12 -27.66
H 2.17 -74.77 -24.48
H 6.10 -70.45 -23.54
O 5.48 -70.12 -24.23
H 1.60 -72.80 -24.90
O 2.23 -72.15 -24.71
O 7.68 -71.38 -27.26
```

Molecular weight (g/mol): 216.18
Total charge: 0
SMILES: O.O.O.O.O.O.O.O.O.O.O.O
Frontier orbital gap (eV): 10.00

---

3) H24O12 as an isolated structure, computed with the ωB97M-V functional and the def2-TZVPD basis.

Structure (XYZ):
```
36
H24O12 (the ωB97M-V functional and the def2-TZVPD basis)
O 2.95 2.60 -2.18
O 0.29 -0.56 -1.34
H -0.41 0.08 -1.25
H -0.08 -1.37 -3.62
H 2.54 3.29 -2.61
O -3.13 1.52 2.46
H 2.99 -0.39 -1.13
H -3.50 0.66 2.22
H -0.30 -4.02 -0.35
O -3.39 -2.01 -0.53
O 3.77 2.19 2.20
H -2.84 -1.43 -0.99
H 2.28 1.90 -1.91
H -2.81 -2.35 0.16
H -1.10 -1.20 -2.66
H 2.76 2.07 2.09
H 1.91 -3.18 1.89
H 0.05 -3.11 -1.65
H -4.56 2.10 0.01
H -0.72 3.45 -0.11
H 0.58 0.09 2.31
O -0.23 -0.84 -2.91
H 2.53 -1.80 -0.64
O 1.05 -3.11 2.38
O 0.42 -3.64 -0.87
H 0.26 -0.83 3.46
H 3.94 1.75 3.06
O 3.38 -1.25 -0.83
H -3.84 1.13 -0.92
O -3.68 1.74 -0.11
H -0.67 3.59 -1.67
O -0.58 4.08 -0.79
O 0.81 -0.09 3.24
H 0.69 -0.43 -0.55
H -2.29 1.53 1.86
H 0.94 -2.18 2.27
```

Molecular weight (g/mol): 216.18
Total charge: 0
Frontier orbital gap (eV): 9.21

---

4) A 12-piece molecular cluster, H24O12 overall, computed with the ωB97M-V functional and the def2-TZVPD basis.

Structure (XYZ):
```
36
H24O12 (the ωB97M-V functional and the def2-TZVPD basis)
O 0.88 4.10 -1.08
O 5.04 0.71 0.81
H -2.81 -0.79 -3.42
H 4.38 0.42 0.18
H -3.65 -2.04 -3.61
O 0.45 -0.33 -0.66
H -4.59 0.13 -2.94
H -3.67 -0.04 -1.74
O -4.39 0.50 -2.07
O -2.17 3.89 0.12
H 0.06 -0.46 0.21
H -3.38 -0.38 2.85
H -1.49 3.51 -0.44
O 4.27 -1.88 -1.78
O 2.81 2.05 1.96
O -3.53 0.56 2.72
H 0.12 -3.30 4.26
H -3.43 -3.41 1.03
H -2.64 -2.30 1.71
H 1.26 -2.60 3.54
H 4.59 -2.73 -2.10
H -2.65 0.94 2.68
H 1.12 3.84 -0.18
O -3.48 -2.77 1.75
H 5.41 1.51 0.42
H -0.01 0.43 -1.02
H 3.37 1.27 2.04
O 0.40 -2.44 3.95
H -2.65 4.49 -0.46
O -3.06 -1.61 -2.98
H 1.20 3.37 -1.63
H 2.63 2.11 1.02
H 1.96 -1.75 -2.59
H 5.07 -1.42 -1.49
O 2.35 -2.53 -2.18
H 3.08 -2.77 -2.77
```

Molecular weight (g/mol): 216.18
Total charge: 0
SMILES: O.O.O.O.O.O.O.O.O.O.O.O
Frontier orbital gap (eV): 9.81

---

Which one is most stable, and which one is least stable? 1) is the most stable of them, while 3) is the least stable.